The following is a DFT calculation (ωB97M-V with the def2-TZVPD basis set) of a molecular structure, C23H33N3P2SV at a distorted geometry.

Summary:
ΔE to the lowest compared entry with this formula, charge and spin: 0.930 eV

ORCA input file:
```
! RIJCOSX wB97M-V def2-TZVPD def2/J DEFGRID3
* xyz 2 2
C -1.74607 2.54071 -3.49905
C -1.45107 1.38290 -2.77730
C -0.08440 1.03214 -2.62371
C 0.95083 1.97009 -2.84888
C 0.63213 3.11416 -3.58834
C -0.70278 3.38229 -3.93108
C 2.23077 1.57466 -2.19068
C 2.58209 0.19699 -2.65030
C 1.53214 -0.72699 -2.44895
C 1.75785 -2.12924 -2.42870
C 2.98569 -2.59988 -2.89598
C 3.99028 -1.68914 -3.28475
C 3.79440 -0.30050 -3.14831
H -2.78579 2.81624 -3.66764
H 1.43958 3.80360 -3.88555
H -0.96668 4.28607 -4.49067
H 3.02273 2.27431 -2.43683
H 3.17074 -3.67528 -2.91188
H 4.94475 -2.09009 -3.64279
H 4.59974 0.40215 -3.40977
N 0.24427 -0.24798 -2.15733
V 0.18228 -0.11185 0.00697
C -2.49695 0.51721 -2.12593
H -2.46683 -0.50920 -2.53910
H -3.51277 0.92389 -2.24832
C 0.67015 -3.01496 -1.87662
H -0.28093 -2.84777 -2.41695
H 0.93806 -4.08183 -1.93126
P -2.19207 0.30625 -0.30763
P 0.29117 -2.65819 -0.10822
C 1.41432 -3.79271 0.75079
H 1.21312 -3.72510 1.82648
H 1.24521 -4.81518 0.38630
H 2.45058 -3.49297 0.55848
C -1.33825 -3.39822 0.16941
H -1.23010 -4.49139 0.11128
H -1.73047 -3.13354 1.15779
H -2.05755 -3.07493 -0.59285
C -2.51800 1.97577 0.33094
H -3.53752 2.27252 0.04765
H -2.41228 1.98233 1.42359
H -1.79820 2.67894 -0.10538
C -3.65700 -0.62369 0.24782
H -3.61900 -0.77314 1.33542
H -4.56079 -0.05075 -0.00881
H -3.70134 -1.60364 -0.24450
H 1.94624 1.43276 -1.03906
H 1.18104 -1.37215 0.49038
S -0.73625 -0.60481 2.27491
C -0.27945 0.48129 3.56266
N -1.23322 1.12053 4.26183
C -0.97085 1.82135 5.51700
C 0.42501 2.39167 5.49503
C 1.43796 1.32647 5.12247
N 0.99892 0.64038 3.89853
H -2.18241 0.84538 4.04468
H -1.09298 1.12716 6.35630
H -1.71782 2.61045 5.59789
H 0.67964 2.81143 6.47321
H 0.48225 3.21030 4.77183
H 1.54735 0.58700 5.93181
H 2.42109 1.75907 4.90695
H 1.65743 0.03665 3.40471
*
```

=====

The following is a DFT calculation (ωB97M-V with the def2-TZVPD basis set) of 10 unconnected molecules or ions with the total composition C35H80O15 at a distorted geometry.

ORCA input file:
```
! RIJCOSX wB97M-V def2-TZVPD def2/J DEFGRID3
* xyz 0 1
C 1.72209 7.72522 0.91259
C 0.54726 7.30366 0.01518
O 0.65623 5.95141 -0.45336
C -0.27652 5.44578 -1.20597
C -0.08877 3.95880 -1.46812
O -1.25897 5.98229 -1.67501
H 2.61461 7.79256 0.29051
H 1.95220 7.08949 1.76758
H 1.53598 8.72691 1.29998
H -0.39083 7.52177 0.52559
H 0.48187 7.92905 -0.87516
H 0.09119 3.38684 -0.55786
H 0.79521 3.83490 -2.09368
H -0.92170 3.52049 -2.01787
C -4.50792 0.24073 -4.88962
C -3.15423 0.16471 -4.09430
O -2.20281 -0.51340 -4.97293
C -0.94853 -0.55954 -4.66284
C -0.05017 -1.05650 -5.78544
O -0.48579 -0.17424 -3.58894
H -4.91008 -0.70662 -5.24867
H -4.32797 0.76994 -5.82539
H -5.28086 0.75952 -4.32259
H -2.97769 1.20177 -3.80890
H -3.23037 -0.44387 -3.19323
H 0.17684 -2.08114 -5.49103
H 0.84911 -0.45497 -5.91785
H -0.41407 -1.08139 -6.81260
C -0.67577 -5.17548 -2.37448
C 0.18764 -4.31874 -3.35937
O 1.48139 -4.06670 -2.76886
C 2.46551 -3.65731 -3.57084
C 3.81492 -3.38245 -2.89709
O 2.24460 -3.41373 -4.74766
H -0.27356 -6.18354 -2.27382
H -1.68074 -5.20712 -2.79535
H -0.76912 -4.77453 -1.36521
H 0.29609 -4.96924 -4.22723
H -0.19237 -3.32876 -3.61163
H 3.70558 -2.95506 -1.90037
H 4.31481 -2.67821 -3.56212
H 4.48409 -4.24246 -2.87054
C 4.12844 0.88880 -1.71576
C 2.88003 1.63431 -1.18287
O 3.20560 2.64964 -0.21670
C 3.69398 3.84658 -0.59464
C 3.61779 4.82100 0.56780
O 4.05816 4.17950 -1.71018
H 4.76988 0.67460 -0.86091
H 4.62039 1.45900 -2.50377
H 3.81440 -0.01800 -2.23268
H 2.32851 2.03855 -2.03170
H 2.22054 0.95663 -0.64072
H 2.67333 4.61802 1.07266
H 3.52430 5.84144 0.19621
H 4.46993 4.80585 1.24732
C 2.98267 0.18599 2.34158
C 3.03235 -0.86942 3.42942
O 1.98864 -0.87312 4.40047
C 0.83420 -1.49728 4.28038
C -0.05079 -1.43584 5.47105
O 0.58886 -2.21172 3.28561
H 3.84434 0.10088 1.67947
H 3.01051 1.18484 2.77702
H 2.08609 0.12064 1.72515
H 3.10088 -1.86459 2.99006
H 3.98671 -0.75301 3.94298
H -1.01975 -1.51692 4.97846
H 0.00791 -0.51962 6.05858
H 0.02969 -2.29479 6.13726
C 1.45647 5.00185 4.03725
C 0.29762 4.71956 3.10037
C 0.23341 3.24130 2.72916
O -0.86529 5.05320 3.74393
H 1.47134 6.04953 4.33768
H 2.43307 4.66480 3.68980
H 1.37183 4.36444 4.91739
H 0.23910 5.26752 2.15994
H -0.66517 2.99045 2.16548
H 0.40244 2.57652 3.57628
H 1.05485 3.09105 2.02860
H -0.89708 4.36098 4.40832
C -3.86052 3.05114 -0.12820
C -4.44680 1.66959 -0.50242
C -5.17885 0.90224 0.61418
O -5.31279 1.96579 -1.53316
H -4.60841 3.77390 0.19794
H -3.34679 3.58202 -0.92967
H -3.16463 2.91321 0.69933
H -3.66896 1.06202 -0.96494
H -4.52811 0.63800 1.44773
H -5.58242 -0.04216 0.24904
H -6.03544 1.44271 1.01700
H -4.87803 2.53668 -2.17088
C -2.98883 -4.16106 2.46503
C -3.03727 -4.22068 0.92983
C -3.92373 -5.34267 0.38000
O -3.56433 -3.00492 0.42421
H -2.16391 -3.59132 2.89280
H -2.83707 -5.13826 2.92345
H -3.87494 -3.67947 2.87853
H -1.99358 -4.35050 0.64356
H -4.96792 -5.03007 0.38864
H -3.79173 -6.19686 1.04411
H -3.69478 -5.59327 -0.65580
H -3.41132 -3.08893 -0.51979
C 1.80929 -5.08363 0.56512
C 1.57712 -5.50746 2.02040
C 2.76578 -5.17008 2.94214
O 0.42425 -4.89201 2.54982
H 1.87348 -3.99761 0.49773
H 0.97451 -5.37403 -0.07276
H 2.75739 -5.47981 0.20145
H 1.50407 -6.59430 2.05976
H 3.66145 -5.66690 2.56925
H 2.54520 -5.49331 3.95948
H 2.84101 -4.08325 2.97732
H 0.71448 -4.00283 2.76598
C 0.33695 -1.80704 -0.73535
C -0.66132 -0.64561 -0.44044
C -1.07687 -0.45433 1.03933
O -0.23390 0.59088 -0.95389
H 1.34403 -1.58241 -0.38402
H 0.48508 -1.98686 -1.80016
H -0.00068 -2.76501 -0.33992
H -1.60879 -0.94641 -0.88756
H -1.96935 0.15297 1.19017
H -0.29821 0.16007 1.49133
H -1.19595 -1.39389 1.57892
H -0.06643 0.51173 -1.89586
*
```

=====

The following is a DFT calculation (ωB97M-V with the def2-TZVPD basis set) of 4 unconnected molecules or ions with the total composition C20H40O10S at a distorted geometry.

ORCA input file:
```
! RIJCOSX wB97M-V def2-TZVPD def2/J DEFGRID3
* xyz 0 1
C -3.35798 2.62930 0.39214
C -3.79768 1.16756 0.31030
C -3.37143 0.45576 -0.79597
C -3.71498 -0.86822 -0.88843
C -4.46471 -1.50028 0.06780
C -4.87740 -0.76459 1.15702
C -5.71174 -1.48083 2.21553
O -6.92412 -0.71689 2.49681
S -7.79841 -0.57260 1.11475
O -8.63525 -1.73030 0.99801
O -8.84278 0.65353 1.53892
O -8.67280 1.75539 0.67124
C -4.54667 0.56300 1.27921
H -4.20596 3.31258 0.49382
H -2.74632 2.89722 -0.46838
H -2.77079 2.72119 1.31444
H -2.75935 0.91335 -1.56481
H -3.34880 -1.43218 -1.74557
H -4.70734 -2.55466 -0.00929
H -6.02297 -2.45636 1.82672
H -5.15138 -1.61877 3.13995
H -8.18662 1.46040 -0.12089
H -4.85717 1.12198 2.15861
C -2.79682 -1.21720 -4.70242
O -1.82082 -2.10353 -4.18117
C -1.62397 -3.25349 -4.99281
C -0.39529 -3.11882 -5.86878
O -0.54246 -2.08142 -6.82678
C 0.10963 -0.88039 -6.44936
H -2.68944 -0.26034 -4.19185
H -2.67703 -1.05687 -5.77564
H -3.79962 -1.61116 -4.50309
H -2.51222 -3.45342 -5.59980
H -1.48202 -4.10143 -4.31573
H -0.25969 -4.05135 -6.42540
H 0.49888 -2.95890 -5.25850
H 1.18821 -0.96822 -6.61573
H -0.07761 -0.62652 -5.40369
H -0.27838 -0.07871 -7.07664
C 3.26187 1.93767 2.64949
O 2.65778 2.28599 3.88636
C 1.93834 3.50791 3.82988
C 0.44914 3.27611 3.67372
O 0.13722 2.67239 2.42622
C -0.08236 1.27692 2.53159
H 3.54691 0.88830 2.69519
H 2.58097 2.07934 1.80718
H 4.16468 2.53710 2.49444
H 2.31800 4.14252 3.02295
H 2.11534 4.02706 4.77722
H -0.05952 4.24531 3.69564
H 0.06219 2.67517 4.50242
H -1.07953 1.09175 2.94679
H 0.66904 0.78311 3.15132
H -0.03641 0.85090 1.52953
C 6.68460 -0.31405 3.27453
O 6.28658 0.28229 2.05062
C 7.38471 0.76611 1.29010
C 7.77051 -0.19579 0.18488
O 8.26562 -1.42168 0.70205
C 7.29844 -2.45823 0.69504
H 5.84350 -0.89300 3.65430
H 7.53989 -0.98030 3.14551
H 6.93450 0.46192 4.00592
H 8.24071 0.97483 1.93901
H 7.06788 1.71144 0.83798
H 8.57794 0.25277 -0.40241
H 6.92457 -0.37192 -0.48676
H 7.18172 -2.85862 -0.31739
H 6.32989 -2.11394 1.06406
H 7.65656 -3.25321 1.34806
*
```

=====

The following is a DFT calculation (ωB97M-V with the def2-TZVPD basis set) of C33H34N6O6 in the gas phase at a distorted geometry.

Summary:
ΔE to the lowest compared entry with this formula, charge and spin: 0.000 eV

ORCA input file:
```
! RIJCOSX wB97M-V def2-TZVPD def2/J DEFGRID3
* xyz 0 1
C 7.15046 2.90362 0.91615
C 7.48344 1.98404 -0.24926
O 6.31130 1.43325 -0.84837
C 5.71561 0.46828 -0.15772
N 6.10398 -0.03824 0.97514
C 5.16626 -0.99456 1.27403
C 5.07439 -1.80786 2.39079
C 3.99362 -2.66767 2.47496
C 3.04198 -2.72883 1.46823
C 3.12213 -1.93905 0.31863
C 2.14656 -2.14083 -0.76579
O 2.38041 -2.07984 -1.94804
O 0.93513 -2.48259 -0.27829
C -0.09595 -2.71974 -1.22657
C 0.04816 -4.08920 -1.87242
O -1.29405 -2.66630 -0.48855
C -2.16418 -1.67194 -0.76219
O -2.04555 -0.87323 -1.64478
O -3.16129 -1.77045 0.09275
C -4.24675 -0.83118 -0.05077
C -4.99310 -0.80579 1.27707
C -6.17650 0.15262 1.18830
C -7.11244 -0.25663 0.05504
C -6.35634 -0.28939 -1.26961
C -5.17329 -1.24987 -1.18927
C 4.19490 -1.05095 0.23850
N 4.57635 -0.09471 -0.67047
C 3.84818 0.41208 -1.80721
C 2.50641 0.96758 -1.39504
C 2.35194 1.61539 -0.17588
C 1.11262 2.07709 0.21867
C 0.00388 1.90838 -0.60355
C -1.31510 2.39038 -0.15490
C -1.91753 3.46686 -0.79371
C -3.11958 3.98067 -0.34078
C -3.73291 3.43090 0.77438
C -3.16069 2.34591 1.40848
C -1.96379 1.80593 0.93996
C -1.45811 0.59699 1.55790
N -1.99875 0.03632 2.66793
N -1.35155 -1.04532 2.89470
N -0.44065 -1.15140 1.95853
N -0.46485 -0.15821 1.09882
C 0.16422 1.29998 -1.84123
C 1.40424 0.82423 -2.22583
H 6.46872 3.68814 0.59589
H 8.06255 3.35764 1.29200
H 6.68680 2.32825 1.71292
H 7.96889 2.53386 -1.05876
H 8.12748 1.16658 0.08849
H 5.82436 -1.75909 3.16316
H 3.88984 -3.31144 3.33519
H 2.22943 -3.43498 1.54882
H -0.08130 -1.91619 -1.97787
H 0.03732 -4.85575 -1.10185
H 0.98498 -4.12855 -2.42080
H -0.77916 -4.25258 -2.55638
H -3.81773 0.15406 -0.27383
H -4.30862 -0.50822 2.07246
H -5.34258 -1.81624 1.49518
H -6.71471 0.15477 2.13730
H -5.80866 1.16393 1.00415
H -7.94524 0.44585 -0.01162
H -7.52427 -1.24649 0.26260
H -7.02349 -0.60021 -2.07539
H -5.98902 0.71232 -1.50319
H -4.61792 -1.24692 -2.12868
H -5.52670 -2.26574 -0.99942
H 3.70222 -0.39138 -2.53459
H 4.46844 1.19535 -2.25451
H 3.20302 1.75096 0.47738
H 0.99742 2.56821 1.17452
H -1.42487 3.90788 -1.64812
H -3.57359 4.81741 -0.85110
H -4.66003 3.84459 1.14308
H -3.62780 1.89440 2.26993
H 0.19745 -1.92764 1.84838
H -0.69440 1.15990 -2.47943
H 1.51795 0.32063 -3.17462
*
```

=====

| no. | energy (Ha) |
| --- | --- |
| 1 | -3084.84931 |
| 2 | -2510.15206 |
| 3 | -1936.36013 |
| 4 | -2057.98377 |